Record 1
Density functional theory data (ωB97M-V/def2-TZVPD) for a 14-piece molecular cluster, C38H104O22 overall.

```
164
C38H104O22 ωB97M-V/def2-TZVPD
C -4.919 -4.715 -17.110
O -3.682 -5.405 -17.235
C -3.807 -6.802 -17.293
C -4.785 -7.417 -18.268
O -4.433 -6.907 -19.553
C -5.260 -7.335 -20.557
H -4.719 -3.742 -16.662
H -5.646 -5.206 -16.463
H -5.352 -4.604 -18.104
H -3.929 -7.114 -16.256
H -2.814 -7.174 -17.548
H -5.807 -7.137 -18.013
H -4.640 -8.495 -18.343
H -5.378 -8.412 -20.683
H -4.957 -7.007 -21.551
H -6.258 -6.910 -20.446
C -8.111 -11.523 -18.734
O -6.823 -11.900 -18.361
C -5.887 -10.858 -18.299
C -4.706 -11.315 -17.463
O -4.029 -12.414 -18.081
C -2.960 -12.919 -17.294
H -8.063 -10.985 -19.681
H -8.453 -10.756 -18.040
H -8.742 -12.411 -18.767
H -6.292 -9.963 -17.827
H -5.563 -10.631 -19.315
H -5.032 -11.442 -16.431
H -3.914 -10.567 -17.510
H -3.271 -13.423 -16.379
H -2.194 -12.183 -17.051
H -2.310 -13.528 -17.923
C -2.477 -8.271 -23.103
O -3.674 -8.828 -22.825
C -3.664 -10.234 -22.943
C -4.921 -10.838 -22.239
O -6.181 -10.478 -22.844
C -6.699 -11.477 -23.718
H -2.415 -7.188 -22.997
H -2.189 -8.424 -24.143
H -1.671 -8.625 -22.460
H -2.710 -10.624 -22.588
H -3.823 -10.432 -24.002
H -4.871 -10.418 -21.235
H -4.780 -11.903 -22.058
H -7.586 -11.115 -24.239
H -6.883 -12.399 -23.166
H -6.024 -11.731 -24.535
C 2.067 -0.721 -17.719
O 2.600 0.426 -18.269
C 1.632 1.295 -18.884
C 2.312 2.647 -19.353
O 3.385 2.459 -20.233
C 3.100 2.190 -21.588
H 1.356 -0.498 -16.923
H 2.871 -1.338 -17.319
H 1.518 -1.319 -18.446
H 0.801 1.505 -18.210
H 1.224 0.765 -19.745
H 2.754 3.211 -18.532
H 1.601 3.332 -19.814
H 2.465 1.306 -21.651
H 3.944 1.871 -22.200
H 2.543 3.021 -22.020
C -0.335 0.384 -22.542
O -0.043 1.633 -21.890
C -0.507 2.812 -22.614
C -1.879 3.200 -22.064
O -2.976 2.370 -22.480
C -3.385 2.788 -23.756
H 0.302 0.113 -23.383
H -1.376 0.323 -22.858
H -0.193 -0.425 -21.826
H -0.381 2.847 -23.696
H 0.223 3.565 -22.316
H -2.054 4.275 -22.095
H -1.864 2.969 -20.999
H -3.613 3.853 -23.744
H -4.265 2.277 -24.147
H -2.593 2.643 -24.491
C 2.244 -2.493 -22.071
O 2.466 -3.716 -22.724
C 1.874 -3.817 -24.017
C 0.315 -3.769 -23.958
O -0.316 -2.492 -24.085
C -1.736 -2.489 -23.944
H 1.327 -2.550 -21.483
H 2.276 -1.738 -22.856
H 2.998 -2.144 -21.366
H 2.166 -4.753 -24.493
H 2.210 -2.964 -24.607
H -0.009 -4.191 -23.007
H -0.142 -4.430 -24.695
H -2.257 -3.255 -24.518
H -2.149 -1.556 -24.329
H -2.020 -2.580 -22.895
C -1.997 1.491 -17.499
O -1.581 0.099 -17.212
C -2.008 -0.833 -18.213
C -1.884 -2.294 -17.651
O -0.508 -2.516 -17.247
C -0.282 -3.595 -16.408
H -3.078 1.539 -17.366
H -1.769 1.766 -18.528
H -1.547 2.161 -16.767
H -1.360 -0.842 -19.090
H -3.022 -0.667 -18.577
H -2.200 -3.003 -18.417
H -2.541 -2.273 -16.782
H 0.751 -3.548 -16.061
H -0.478 -4.582 -16.827
H -0.918 -3.507 -15.528
C 0.946 -7.221 -22.433
O 1.196 -8.174 -23.474
C 1.129 -7.688 -24.839
C 1.087 -8.856 -25.843
O 2.068 -9.786 -25.660
C 2.145 -10.785 -26.660
H 1.645 -6.426 -22.694
H 1.241 -7.763 -21.535
H -0.056 -6.808 -22.323
H 2.154 -7.334 -24.949
H 0.333 -6.964 -25.009
H 1.130 -8.438 -26.848
H 0.062 -9.220 -25.763
H 2.536 -10.462 -27.625
H 1.178 -11.269 -26.804
H 2.735 -11.636 -26.320
C -5.969 -1.355 -17.463
O -6.961 -2.368 -17.113
H -6.352 -0.430 -17.896
H -5.359 -1.110 -16.593
H -5.274 -1.852 -18.139
H -7.611 -1.997 -16.512
C 1.003 -8.509 -17.179
O 1.326 -8.119 -18.442
H 0.850 -9.588 -17.186
H 1.816 -8.292 -16.486
H 0.108 -8.006 -16.809
H 0.787 -8.670 -19.014
C -1.875 -10.353 -19.407
O -0.808 -9.442 -19.776
H -1.472 -11.337 -19.168
H -2.331 -9.899 -18.527
H -2.674 -10.442 -20.143
H -1.226 -8.591 -19.931
C -4.242 -3.910 -20.868
O -4.217 -2.541 -21.114
H -3.470 -4.398 -21.463
H -4.087 -4.113 -19.809
H -5.171 -4.401 -21.160
H -4.630 -2.375 -21.965
C -1.126 -5.538 -19.827
O -1.817 -6.727 -20.208
H -0.491 -5.191 -20.642
H -1.860 -4.775 -19.569
H -0.465 -5.676 -18.971
H -2.725 -6.686 -19.896
C 2.795 -4.912 -19.161
O 2.837 -5.890 -18.110
H 2.707 -5.235 -20.199
H 2.055 -4.117 -19.077
H 3.779 -4.445 -19.202
H 2.223 -6.595 -18.331
```

## Properties
max |F|	2.85	eV/A
Kohn-Sham gap	9.22	eV
LUMO level	0.34	eV
HOMO level	-8.9	eV
spin multiplicity	1
total charge	0

Atomic partial charges in e from the Mulliken method, atoms 1 to 5: number 1, C, carries -0.801; number 2, O, carries -0.115; number 3, C, carries -0.934; number 4, C, carries 0.970; number 5, O, carries 0.146

Record 2
Density functional theory data (ωB97M-V/def2-TZVPD) for a 18-piece molecular cluster, C38H112O18 overall.

```
168
C38H112O18 ωB97M-V/def2-TZVPD
C 17.363 9.438 -3.539
C 16.632 8.449 -2.589
O 16.983 7.155 -2.934
H 16.932 10.431 -3.409
H 17.132 9.189 -4.575
H 18.440 9.436 -3.368
H 15.574 8.663 -2.745
H 16.881 8.587 -1.537
H 16.554 6.588 -2.289
C 11.281 13.947 -6.076
C 10.957 14.471 -4.665
O 12.110 14.164 -3.810
H 10.351 13.890 -6.642
H 11.653 12.929 -5.969
H 12.027 14.601 -6.527
H 10.005 14.158 -4.236
H 10.862 15.557 -4.627
H 11.971 14.673 -3.008
C 15.228 15.569 -2.475
C 16.553 15.885 -3.133
O 16.999 14.746 -3.854
H 14.479 15.354 -3.237
H 14.881 16.393 -1.852
H 15.314 14.658 -1.882
H 17.202 16.130 -2.292
H 16.538 16.722 -3.830
H 17.816 15.005 -4.286
C 12.586 13.216 -9.355
C 12.596 13.898 -10.692
O 11.676 13.260 -11.426
H 13.435 13.560 -8.764
H 12.716 12.135 -9.390
H 11.667 13.360 -8.787
H 13.549 13.972 -11.215
H 12.232 14.910 -10.516
H 12.131 12.556 -11.894
C 6.995 11.041 -2.715
C 7.868 12.194 -3.204
O 9.009 12.344 -2.414
H 6.032 10.940 -3.216
H 6.773 11.125 -1.651
H 7.597 10.146 -2.871
H 7.207 13.059 -3.237
H 8.214 12.011 -4.222
H 9.607 11.670 -2.747
C 17.825 11.763 -7.967
C 16.893 12.192 -6.813
O 15.580 12.372 -7.310
H 17.874 12.518 -8.752
H 17.642 10.830 -8.499
H 18.803 11.616 -7.508
H 17.229 13.150 -6.416
H 16.767 11.465 -6.010
H 15.050 12.523 -6.524
C 12.833 9.959 -3.201
C 11.680 10.817 -3.560
O 10.519 10.151 -3.184
H 12.826 8.901 -3.467
H 13.005 9.913 -2.126
H 13.766 10.229 -3.696
H 11.685 11.044 -4.627
H 11.728 11.751 -3.001
H 10.456 9.368 -3.736
C 13.688 9.388 -6.972
C 14.941 8.729 -6.520
O 14.958 7.334 -6.720
H 13.745 10.470 -6.847
H 12.850 9.043 -6.368
H 13.425 9.303 -8.027
H 15.119 8.860 -5.453
H 15.813 9.073 -7.075
H 15.856 7.076 -6.945
C 8.350 16.950 -0.784
C 8.475 15.740 -1.678
O 9.022 14.671 -0.900
H 9.358 17.292 -0.553
H 7.878 16.764 0.181
H 7.855 17.751 -1.333
H 9.208 15.958 -2.454
H 7.547 15.632 -2.240
H 8.835 13.872 -1.398
C 11.177 11.925 0.579
C 9.906 11.120 0.937
O 10.300 9.929 1.600
H 11.710 11.368 -0.192
H 11.863 12.039 1.419
H 11.012 12.914 0.151
H 9.289 10.821 0.090
H 9.287 11.703 1.619
H 10.556 9.337 0.890
O 11.722 15.301 -1.451
H 10.864 15.089 -1.085
H 12.085 15.953 -0.852
O 14.688 13.098 -4.747
H 15.323 13.684 -4.336
H 13.841 13.388 -4.410
C 8.701 6.443 -4.267
C 9.308 7.347 -5.347
C 8.439 8.536 -5.650
O 10.466 7.804 -4.733
H 7.807 5.929 -4.620
H 8.399 6.864 -3.308
H 9.414 5.642 -4.072
H 9.500 6.745 -6.236
H 8.074 9.068 -4.771
H 7.510 8.262 -6.148
H 9.020 9.183 -6.307
H 11.139 7.180 -5.012
C 13.999 4.388 -5.388
C 12.920 5.337 -4.784
C 13.464 6.161 -3.568
O 12.542 6.263 -5.736
H 14.382 3.694 -4.639
H 14.880 4.960 -5.679
H 13.560 3.884 -6.249
H 12.095 4.703 -4.460
H 13.895 5.453 -2.859
H 12.647 6.646 -3.034
H 14.207 6.918 -3.818
H 13.356 6.495 -6.189
C 10.929 6.261 -0.308
C 10.324 7.358 -1.222
C 8.902 7.720 -0.879
O 11.127 8.488 -1.047
H 11.905 5.878 -0.606
H 10.343 5.342 -0.333
H 10.963 6.647 0.711
H 10.413 7.004 -2.249
H 8.923 8.114 0.137
H 8.166 6.917 -0.888
H 8.460 8.381 -1.625
H 10.868 9.093 -1.747
C 5.230 7.617 -3.074
C 3.758 7.761 -2.625
C 3.276 9.187 -2.896
O 2.923 6.949 -3.471
H 5.842 8.202 -2.388
H 5.440 8.089 -4.033
H 5.482 6.557 -3.105
H 3.642 7.431 -1.593
H 3.732 9.845 -2.155
H 2.189 9.238 -2.826
H 3.567 9.528 -3.889
H 2.950 7.248 -4.383
C 16.191 3.506 -1.187
C 15.459 4.521 -0.312
C 15.626 4.359 1.200
O 15.818 5.807 -0.718
H 15.823 3.489 -2.213
H 15.810 2.578 -0.760
H 17.278 3.576 -1.135
H 14.407 4.391 -0.569
H 16.689 4.442 1.428
H 15.171 3.431 1.547
H 15.069 5.131 1.730
H 15.143 6.450 -0.489
C 14.546 9.927 0.480
C 14.535 8.401 0.667
C 13.670 8.023 1.902
O 13.895 7.852 -0.459
H 15.009 10.413 1.339
H 13.571 10.341 0.224
H 15.212 10.079 -0.370
H 15.534 8.014 0.871
H 12.670 8.455 1.843
H 14.131 8.234 2.866
H 13.457 6.954 1.878
H 12.998 8.181 -0.560
```

## Properties
energy relative to the best compared isomer or geometry (same formula, charge and spin)	0.0	kJ/mol
max |F|	4.17	eV/A
Kohn-Sham gap	9.92	eV
LUMO level	0.49	eV
HOMO level	-9.4	eV
spin multiplicity	1
total charge	0

Atomic partial charges in e from the Mulliken method, atoms 1 to 5: number 1, C, carries -1.411; number 2, C, carries 0.945; number 3, O, carries -0.617; number 4, H, carries 0.241; number 5, H, carries 0.209

Record 3
Density functional theory data (ωB97M-V/def2-TZVPD) for C38H114N11O2 as an isolated structure.

```
165
C38H114N11O2 ωB97M-V/def2-TZVPD
N -32.341 -7.985 -29.348
H -31.298 -7.963 -29.331
H -32.617 -8.947 -29.504
H -32.606 -7.270 -30.075
H -32.553 -7.570 -28.439
N -28.507 -5.852 -34.284
H -27.987 -4.992 -33.958
H -28.683 -5.526 -35.238
H -29.485 -5.885 -33.903
H -27.948 -6.733 -34.235
N -32.323 -7.728 -33.224
H -31.640 -6.949 -33.421
H -32.902 -7.454 -32.386
H -31.746 -8.540 -32.992
H -33.032 -8.033 -33.886
N -32.465 -6.412 -36.166
H -33.108 -5.643 -36.464
H -33.139 -7.167 -36.065
H -32.041 -6.154 -35.235
H -31.716 -6.567 -36.834
N -35.816 -7.427 -31.381
H -35.845 -8.302 -30.867
H -36.610 -6.794 -31.037
H -35.789 -7.570 -32.385
H -34.963 -6.840 -31.202
O -33.208 -6.138 -31.218
C -32.831 -4.942 -31.871
C -31.538 -4.923 -32.691
O -31.211 -5.894 -33.684
H -32.958 -4.130 -31.149
H -33.643 -4.636 -32.552
H -30.646 -4.892 -32.040
H -31.432 -3.907 -33.100
C -35.441 -6.602 -38.537
C -35.224 -5.090 -38.444
N -34.697 -4.692 -37.117
C -35.798 -4.423 -36.179
C -35.270 -4.419 -34.722
C -33.765 -3.534 -37.234
C -34.431 -2.211 -37.655
H -35.831 -6.843 -39.523
H -36.079 -6.922 -37.711
H -34.523 -7.181 -38.393
H -34.515 -4.773 -39.206
H -36.203 -4.628 -38.590
H -36.308 -3.469 -36.326
H -36.469 -5.262 -36.363
H -34.470 -3.685 -34.619
H -36.076 -4.026 -34.103
H -34.892 -5.418 -34.496
H -33.066 -3.688 -38.062
H -33.182 -3.458 -36.315
H -35.034 -1.860 -36.815
H -35.098 -2.388 -38.497
H -33.678 -1.456 -37.866
C -27.842 -4.013 -31.382
C -26.948 -3.391 -32.440
N -27.541 -3.217 -33.769
C -26.495 -2.888 -34.739
C -25.526 -4.034 -35.091
C -28.632 -2.246 -33.764
C -29.497 -2.360 -35.019
H -28.263 -4.989 -31.663
H -28.730 -3.440 -31.115
H -27.227 -4.309 -30.529
H -26.520 -2.463 -32.047
H -26.151 -4.137 -32.458
H -26.970 -2.603 -35.677
H -25.938 -2.014 -34.385
H -25.584 -4.769 -34.285
H -25.753 -4.543 -36.026
H -24.512 -3.645 -35.130
H -28.293 -1.207 -33.690
H -29.323 -2.432 -32.943
H -28.935 -2.128 -35.924
H -30.366 -1.704 -34.988
H -29.865 -3.385 -35.143
C -29.377 -10.122 -29.095
C -29.192 -8.777 -29.755
N -29.420 -7.597 -28.890
C -29.498 -6.375 -29.667
C -30.097 -5.175 -28.945
C -28.538 -7.558 -27.728
C -27.091 -7.149 -27.983
H -28.760 -10.272 -28.210
H -29.158 -10.958 -29.759
H -30.395 -10.294 -28.727
H -28.152 -8.662 -30.093
H -29.793 -8.683 -30.667
H -28.494 -6.020 -29.952
H -30.028 -6.462 -30.622
H -31.188 -5.245 -28.896
H -29.702 -5.145 -27.926
H -29.857 -4.189 -29.337
H -28.448 -8.511 -27.210
H -28.912 -6.838 -26.999
H -27.030 -6.064 -28.105
H -26.588 -7.660 -28.805
H -26.463 -7.323 -27.108
C -36.906 -4.057 -31.145
C -37.296 -4.782 -29.860
N -37.996 -6.055 -30.238
C -39.287 -5.934 -30.906
C -40.368 -5.227 -30.054
C -38.067 -6.932 -29.035
C -38.775 -8.265 -29.244
H -36.301 -4.650 -31.833
H -36.403 -3.116 -30.925
H -37.776 -3.767 -31.737
H -36.380 -5.092 -29.355
H -37.924 -4.210 -29.180
H -39.694 -6.891 -31.233
H -39.187 -5.364 -31.829
H -41.226 -4.939 -30.658
H -39.918 -4.309 -29.668
H -40.714 -5.730 -29.152
H -37.099 -7.055 -28.540
H -38.564 -6.310 -28.279
H -38.724 -8.921 -28.375
H -39.845 -8.222 -29.440
H -38.264 -8.774 -30.067
C -29.385 -9.176 -33.654
C -27.973 -9.328 -34.213
N -26.961 -8.289 -33.880
C -26.739 -8.377 -32.402
C -25.742 -7.330 -31.869
C -25.698 -8.572 -34.562
C -25.669 -8.199 -36.056
H -30.017 -9.879 -34.199
H -29.796 -8.220 -34.012
H -29.529 -9.112 -32.577
H -27.612 -10.363 -34.195
H -27.994 -9.189 -35.301
H -27.699 -8.303 -31.893
H -26.282 -9.327 -32.102
H -25.852 -6.356 -32.351
H -25.962 -7.214 -30.808
H -24.710 -7.611 -32.058
H -25.351 -9.611 -34.540
H -24.916 -7.973 -34.098
H -24.662 -8.396 -36.409
H -25.949 -7.154 -36.209
H -26.470 -8.768 -36.533
C -33.827 -1.185 -29.688
C -33.483 0.051 -30.541
N -33.144 -0.275 -31.912
C -34.249 -0.858 -32.683
C -34.087 -0.577 -34.167
C -31.923 -1.021 -32.139
C -30.645 -0.438 -31.589
H -33.790 -0.928 -28.625
H -33.184 -2.069 -29.712
H -34.831 -1.559 -29.905
H -34.173 0.890 -30.454
H -32.593 0.519 -30.111
H -34.383 -1.922 -32.424
H -35.154 -0.397 -32.277
H -35.069 -0.475 -34.638
H -33.587 0.370 -34.356
H -33.607 -1.404 -34.697
H -31.740 -1.228 -33.195
H -32.058 -2.001 -31.649
H -30.313 0.549 -31.918
H -29.782 -1.091 -31.466
H -30.768 -0.186 -30.524
```

## Properties
energy relative to the best compared isomer or geometry (same formula, charge and spin)	225.3	kJ/mol
max |F|	7.49	eV/A
Kohn-Sham gap	6.18	eV
LUMO level	-7.31	eV
HOMO level	-13.5	eV
spin multiplicity	1
total charge	+3

Atomic partial charges in e from the Mulliken method, atoms 1 to 5: number 1, N, carries 0.017; number 2, H, carries -0.159; number 3, H, carries 0.436; number 4, H, carries 0.289; number 5, H, carries 0.490